[1]
# C18H17N3O3S

An isolated molecule of C18H17N3O3S in a non-equilibrium geometry (ωB97M-V/def2-TZVPD, OMol25).

Geometry as XYZ:
```
42
Properties=species:S:1:pos:R:3:forces:R:3
C -0.439675 -2.328849 -4.376370 -0.018 0.005 -0.062
C -2.330456 4.116597 2.100909 -0.144 -0.156 -0.115
C 1.885592 -2.506518 -2.877241 -0.094 0.077 0.044
N 0.500141 0.561042 0.270460 0.355 0.115 0.854
O -4.277838 4.788996 0.889184 -0.073 0.225 -0.028
H -3.010680 0.463493 1.118091 -0.008 -0.093 -0.027
H -1.154058 -1.043115 -2.811493 -0.089 0.042 0.034
H 1.890084 -3.375569 -0.373240 -0.030 0.083 0.167
H -0.633156 3.384058 3.147075 0.121 0.044 0.035
S 1.684016 -0.326495 2.526868 0.180 0.084 0.452
H 0.541073 -3.633990 -5.764638 -0.007 -0.042 -0.071
O -1.223344 -0.473194 2.579780 -0.089 0.200 0.061
N 0.284391 0.153440 -0.984092 -0.204 -0.308 -1.171
H -1.361104 5.544711 2.952594 -0.065 0.021 -0.051
C 3.655704 -2.429380 0.471798 -0.240 -0.068 -0.053
H 2.614488 -3.768271 -4.436979 0.058 -0.036 -0.033
C 0.864583 -1.006935 -1.157845 -0.005 0.290 0.327
H -4.543243 2.266415 0.340141 -0.112 -0.028 -0.090
N 1.477825 -1.395284 0.011459 -0.449 0.698 -0.054
C -1.473814 3.121364 2.519944 -0.145 -0.212 -0.113
C 1.205250 -0.367660 0.861894 0.141 0.083 -0.108
C -3.684927 2.487911 0.953157 -0.018 0.322 0.047
C -2.834676 1.492799 1.386677 0.219 0.001 0.158
C -1.716952 1.792782 2.163469 -0.602 0.210 -0.170
C -0.343046 -1.653475 -3.176041 0.076 -0.026 0.102
C 1.780257 -3.182047 -4.079926 0.056 -0.098 -0.074
H 0.931525 1.933468 2.479592 -0.114 0.032 0.109
H 3.889954 -1.707741 1.250988 0.098 0.051 0.036
H 4.126900 -3.376120 0.720155 0.096 -0.081 0.046
C -0.847451 0.676563 2.567728 -0.039 -0.091 0.233
H 1.754216 -2.934095 1.345662 -0.054 -0.047 -0.177
C 0.575562 1.037628 2.982627 0.380 -0.470 -0.253
H 2.813030 -2.549124 -2.326986 0.078 -0.002 0.085
H -1.342785 -2.253644 -4.963548 -0.077 0.008 -0.038
H -3.943489 5.633191 1.224899 -0.055 -0.076 -0.047
H 0.645487 1.142218 4.066111 0.015 0.026 -0.002
C -3.446383 3.809752 1.303085 0.508 -0.100 0.345
C 2.144691 -2.618298 0.372098 0.385 -0.444 0.108
C 0.817260 -1.746825 -2.407047 -0.012 -0.266 -0.358
O -2.160173 5.441162 2.425342 -0.096 0.019 -0.048
C 0.618145 -3.102623 -4.827700 0.024 -0.021 -0.049
H 4.067076 -2.068337 -0.468641 0.048 0.030 -0.050
```
Forces are in eV/Å.

Summary:
E_tot   -1484.29988 Ha
Max |F|   0.0239 hartree/bohr
HOMO energy   -8.150 eV
Energy relative to the best compared isomer or geometry (same formula, charge and spin)   52.2 kcal/mol
Frontier orbital gap   8.598 eV
SMILES   CCn1c(SCC(=O)c2ccc(O)c(O)c2)nnc1-c1ccccc1



[2]
# C45H33BiN10O5S3

A structure of composition C45H33BiN10O5S3 (ωB97M-V/def2-TZVPD, OMol25).

Geometry as XYZ:
```
97
Properties=species:S:1:pos:R:3:forces:R:3
C -0.592827 -3.246525 -1.945736 -0.259 0.016 -0.062
C -4.883232 -0.550176 4.080565 -0.015 0.049 0.031
H 1.990844 5.793627 -2.784733 -0.005 -0.021 0.011
C 2.302902 -1.471525 1.032009 -0.035 0.075 -0.105
C 3.539058 -2.549726 -5.008322 0.087 -0.054 0.005
H -1.458222 -2.298622 0.211299 -0.028 -0.095 0.032
H -6.185000 -0.880608 5.761107 -0.017 0.024 -0.025
C -3.602143 0.360826 -1.956997 0.026 -0.142 -0.081
H 4.936519 -1.890587 -0.031193 -0.021 0.042 -0.043
C 3.232872 0.126417 -1.977750 -0.139 0.054 0.148
C -4.370251 -1.219393 0.097648 -0.090 -0.012 0.028
N 0.081417 -0.367726 0.876964 0.091 -0.027 0.192
C -5.047285 2.146694 4.714164 0.002 0.076 -0.057
H 3.012073 0.786638 -2.804434 -0.018 -0.049 0.006
C 4.440918 -0.546253 -1.710115 0.067 -0.050 -0.005
H 3.360976 -5.753253 2.449975 0.007 0.035 -0.014
H -4.814464 -1.599011 3.816381 0.008 0.010 0.008
C -1.019174 -0.363166 1.638214 0.105 0.188 0.009
O 0.272268 -2.607123 -1.355371 -0.054 -0.067 -0.005
N 0.501419 -0.830381 -3.819601 0.145 0.107 -0.154
C 0.209133 -0.079020 -4.882539 -0.001 -0.142 0.118
N 4.444660 -3.258380 -5.017648 -0.117 0.102 0.009
H 1.774212 -2.230296 -3.009555 0.080 0.190 0.001
C 1.600529 3.991825 -1.657228 -0.055 -0.021 0.064
S -1.680244 2.743838 -0.604359 -0.317 -0.037 -0.282
C 1.321183 3.288023 -2.870693 0.035 -0.143 -0.034
C 2.167309 5.566920 0.584929 -0.008 0.114 -0.013
C 4.862323 -2.873913 3.431190 0.041 -0.006 0.033
C 1.576303 -1.613400 -3.880844 0.093 0.172 0.005
C 2.400220 -1.672537 -5.001204 -0.057 0.003 -0.035
O 2.727790 8.196024 0.109960 0.019 -0.093 -0.076
H -5.138974 3.187873 4.965431 0.059 0.074 -0.012
S -2.113425 4.476235 1.808118 -0.071 -0.155 -0.065
H 0.687706 0.545308 -6.883005 -0.019 -0.011 0.048
S -3.312711 4.863301 4.480591 -0.052 -0.035 0.086
H -2.870045 -3.351313 0.333558 -0.018 0.014 0.057
H -3.273245 0.965489 -2.795257 0.009 0.042 0.074
N -3.484835 2.646007 2.848359 0.008 0.207 0.016
N 5.990182 -5.938115 4.700856 -0.073 0.089 -0.063
H -0.676148 0.541462 -4.798238 0.051 0.028 0.005
H -1.567068 -1.308480 3.564922 0.030 0.031 -0.017
H -6.355625 1.534164 6.283580 0.028 0.014 -0.016
H 0.924701 -2.323388 3.406647 -0.007 0.032 -0.018
C 0.437258 -1.672484 2.697525 0.009 0.013 -0.047
C 2.225740 6.114509 -0.708928 0.004 -0.097 0.022
C 1.840277 4.254346 0.749390 0.031 -0.035 0.071
N -3.073579 2.126478 1.631181 -0.180 -0.132 -0.028
H -1.230873 -4.337107 -3.712689 0.028 -0.053 0.017
C 4.122387 -1.973188 2.683576 -0.024 0.033 0.006
H 4.326260 -0.911005 2.746265 0.015 -0.040 0.003
C -4.188723 0.382651 3.330053 0.102 -0.086 -0.032
H 1.397618 3.905722 -3.780410 0.000 -0.038 -0.022
H 0.267645 -3.411401 -3.897007 -0.169 -0.182 0.032
H -5.295901 1.599276 -1.519582 -0.006 -0.048 -0.008
N -2.844746 -0.696216 -1.667107 -0.084 -0.022 0.186
N 2.314364 -0.128000 -1.047270 0.233 -0.210 -0.072
C -2.356010 2.958425 0.965621 0.246 0.376 0.199
C -2.342270 -2.654620 -0.317580 0.078 0.023 -0.118
C 4.589226 -4.236526 3.340152 -0.018 0.010 -0.025
H 0.277910 -4.902515 -2.963430 -0.017 -0.014 0.010
C -0.841777 -1.155486 2.781032 -0.067 -0.019 0.012
C -5.739061 1.199894 5.458505 -0.023 -0.049 0.013
C 3.104622 -2.425687 1.852110 -0.030 -0.021 -0.029
C 5.368341 -5.180647 4.099534 0.024 -0.040 0.043
C 2.824072 -3.786990 1.772181 0.028 0.017 0.001
H -4.652083 -1.883718 0.906560 0.023 0.031 -0.015
C -4.244972 1.740334 3.651977 -0.037 -0.130 0.012
C 2.085635 -0.885166 -6.105071 0.045 -0.018 -0.054
C 1.945045 5.345633 -1.799706 0.018 0.088 -0.120
C 1.019258 -1.182838 1.504154 -0.157 -0.060 0.018
C 0.966430 -0.076983 -6.043199 0.025 0.013 -0.097
C -5.133047 -0.097221 -0.201090 -0.010 -0.059 0.089
C -0.315330 -4.022353 -3.213714 -0.024 -0.020 0.065
C -5.656084 -0.150254 5.162317 0.023 0.005 -0.026
N -1.864183 -3.355750 -1.489478 0.028 0.120 0.033
H 5.335108 -0.510054 -2.312602 -0.038 0.002 0.033
C -4.750282 0.702948 -1.257128 0.052 0.085 -0.049
H 5.651176 -2.527880 4.086002 -0.012 -0.005 -0.025
H 2.374933 6.206798 1.431766 0.002 -0.036 -0.007
H -3.602992 0.059964 2.482810 -0.058 0.033 0.086
C 3.566737 -4.692282 2.509624 -0.006 -0.056 0.023
O 1.030153 2.092964 -3.009689 -0.076 0.256 0.142
N 2.587808 7.516618 -0.890502 -0.024 0.137 0.023
H -6.005223 0.144840 0.393349 0.010 -0.011 -0.019
O 2.726050 7.931470 -2.028135 -0.030 -0.083 0.086
C 1.545886 3.405362 -0.355192 0.002 0.079 0.103
H 2.704779 -0.917753 -6.992254 0.003 0.007 0.025
C -3.075010 3.918465 3.149536 0.033 -0.265 -0.116
H 2.027696 -4.127423 1.120624 0.031 0.009 0.024
C 4.235978 -1.251107 -0.546119 0.006 0.007 -0.044
H 1.782831 3.810583 1.734722 -0.007 0.019 -0.020
Bi 0.118270 0.581243 -1.148641 0.267 0.306 0.088
C 2.907373 -0.980289 -0.120875 -0.028 -0.096 0.000
O 1.266092 2.179618 -0.098708 -0.020 -0.287 -0.165
C -3.235257 -1.478724 -0.650289 0.151 0.055 -0.121
H -2.557519 -3.730147 -2.113286 0.041 -0.108 -0.045
H -1.880638 0.225917 1.347468 0.069 -0.035 0.038
```
Forces are in eV/Å.

Summary:
E_tot   -4067.50566 Ha
Max |F|   0.0096 hartree/bohr
HOMO energy   -7.661 eV
Frontier orbital gap   6.204 eV



[3]
# C3H11NO6

A cluster of 4 separate species, C3H11NO6 in total in a non-equilibrium geometry (ωB97M-V/def2-TZVPD, OMol25).

Geometry as XYZ:
```
21
Properties=species:S:1:pos:R:3:forces:R:3
H 0.488403 1.040785 -2.241110 0.807 0.098 0.019
C 0.340056 -1.786656 1.370111 -0.121 -0.618 -0.024
H 0.677480 1.821863 -0.960226 -0.629 1.035 1.381
C 0.658122 -1.395648 -0.086561 0.225 -0.408 1.089
H -0.699194 1.907165 1.004472 -1.165 -0.209 0.860
H 1.233510 -2.107381 1.896140 0.257 0.128 -0.043
N -0.154780 -0.547005 1.967880 -0.343 0.016 0.085
O 1.643703 -0.554712 -0.112765 0.320 1.203 -0.978
O -0.017774 -1.772023 -1.016192 -0.496 -0.136 -0.493
H -0.462353 3.340119 0.405938 -0.518 0.591 0.219
O -0.150842 2.448766 0.448591 1.615 -0.093 -1.047
H 1.587738 0.237301 -0.914300 -0.220 -0.778 0.764
C -1.493996 -0.221946 1.874822 1.961 1.730 0.753
H -0.397930 -0.776178 -2.358167 0.166 -0.191 -0.546
O -0.472221 -0.124989 -3.091964 -1.433 1.454 2.576
H -0.100272 -0.458830 -3.856727 1.193 -1.276 -2.249
H -0.372981 -2.651899 1.471230 0.347 1.208 -0.333
H -2.240765 -1.005276 1.857109 0.080 -0.634 -0.243
O 1.200215 1.403950 -1.632760 0.112 -1.395 -1.423
O -1.817765 0.956848 1.934460 -0.606 -0.347 -0.072
H 0.551650 0.245742 2.040023 -1.552 -1.377 -0.296
```
Forces are in eV/Å.

Summary:
E_tot   -627.14576 Ha
Max |F|   0.0639 hartree/bohr
HOMO energy   -10.030 eV
Energy relative to the best compared isomer or geometry (same formula, charge and spin)   0.0 kcal/mol
Frontier orbital gap   10.785 eV
SMILES   O=CNCC(=O)O.O.O.O



[4]
# C5H8N2O

A cluster of 3 separate species, C5H8N2O in total in a non-equilibrium geometry (ωB97M-V/def2-TZVPD, OMol25).

Geometry as XYZ:
```
16
Properties=species:S:1:pos:R:3:forces:R:3
H 1.829621 -1.113524 -1.233740 -0.053 0.002 -0.032
C 0.238427 -0.955861 1.431116 0.035 -1.177 0.619
N -0.717331 1.982829 0.955896 0.147 0.205 -0.027
H -0.144780 2.645264 1.459854 -0.297 -0.169 -0.014
O 0.201343 1.889038 -2.986316 -0.123 0.184 1.308
H -1.637574 1.752877 1.302141 0.242 0.151 0.062
C -0.124208 1.119248 0.147262 0.422 -1.122 -1.176
N 0.054506 2.239153 -1.876496 0.031 0.519 -1.781
H 0.919608 -0.224364 -2.474368 -0.052 -0.080 0.089
H 0.177257 -1.594182 -1.605158 0.014 0.088 0.003
C 0.842554 -0.734131 -1.507346 0.259 -0.121 -0.098
C 0.347785 0.168811 -0.482284 -0.770 1.097 1.328
H 1.106039 -0.895702 2.086361 -0.006 0.095 -0.121
H -1.589430 -1.854500 0.876902 0.084 0.007 -0.029
H -0.763960 -2.592106 2.346552 0.035 0.162 -0.016
C -0.739856 -1.832851 1.559624 0.033 0.158 -0.115
```
Forces are in eV/Å.

Summary:
E_tot   -379.77698 Ha
Max |F|   0.0367 hartree/bohr
HOMO energy (alpha / beta)   -6.204 / -7.682 eV
Energy relative to the best compared isomer or geometry (same formula, charge and spin)   195.3 kcal/mol
Frontier orbital gap (alpha / beta)   7.094 / 7.962 eV



[5]
# C5H9NO

An isolated molecule of C5H9NO in a non-equilibrium geometry (ωB97M-V/def2-TZVPD, OMol25).

Geometry as XYZ:
```
16
Properties=species:S:1:pos:R:3:forces:R:3
H -2.324243 -0.281907 2.145898 -0.353 0.141 0.266
H 1.512741 -1.076566 -2.081873 0.308 0.315 0.560
N -1.949965 0.651283 2.026998 0.775 -0.750 -0.357
H 1.882530 -1.365757 0.264805 -0.568 -0.179 0.546
H -0.302329 1.448989 0.954615 -0.615 -0.084 -0.683
H -0.087803 -1.294682 -1.500417 0.093 0.115 -0.041
H -0.108338 -1.474132 1.727661 -0.820 0.025 -0.530
H -0.296284 0.775584 -2.782597 -0.240 -0.119 0.443
H -2.640052 1.222494 1.566590 -0.081 0.197 0.029
C 0.428432 0.715089 -1.939635 1.369 0.012 -1.018
C 1.116235 -0.593367 0.118017 1.924 0.533 -0.290
C -0.052426 -0.600347 1.070075 0.496 -0.131 0.098
C 0.788791 -0.637362 -1.375787 -2.124 -0.585 -0.067
C -0.784364 0.509467 1.234863 0.486 0.174 0.767
H 1.703771 0.322555 0.271932 -0.134 0.011 -0.025
O 1.113302 1.678666 -1.701138 -0.518 0.324 0.302
```
Forces are in eV/Å.

Summary:
E_tot   -325.85762 Ha
Max |F|   0.0429 hartree/bohr
HOMO energy   -8.374 eV
Energy relative to the best compared isomer or geometry (same formula, charge and spin)   50.2 kcal/mol
Frontier orbital gap   9.357 eV
SMILES   N/C=C/CCC=O